(1)
DFT (ωB97M-V with the def2-TZVPD basis set) results for an isolated ion of composition C5H12NO and charge +1 in a non-equilibrium geometry.

Computed properties:
* energy relative to the best compared isomer or geometry (same formula, charge and spin): 295.1 kJ/mol
* orbital gap: 12.33 eV
* highest occupied orbital energy: -15.057 eV
* net charge: +1
* structure (SMILES): COC[N+]1(C)CC1
* LUMO level: -2.7279 eV
* multiplicity: 1

Geometry as XYZ:
```
19
Properties=species:S:1:pos:R:3:mulliken_charge:R:1
C -0.98 -1.00 -2.13 -0.5061
O 0.33 -1.04 -1.52 -0.3981
C 0.48 -1.10 -0.17 -0.6702
N 0.34 0.19 0.58 0.3871
C -0.82 1.03 -0.03 -1.0720
C 0.51 0.19 1.97 -0.3436
C 1.45 0.99 1.08 -0.3268
H -1.22 0.09 -2.28 0.1974
H -1.70 -1.35 -1.34 0.3002
H -0.98 -1.53 -3.07 0.2442
H 1.46 -1.65 0.23 0.3659
H -0.32 -1.65 0.26 0.5865
H -0.54 1.34 -1.09 0.3813
H -1.87 0.65 0.03 0.3412
H -0.75 1.87 0.58 0.4513
H 0.83 -0.73 2.52 0.2811
H -0.02 0.93 2.58 0.2747
H 1.41 2.14 1.10 0.2572
H 2.41 0.64 0.69 0.2486
```


(2)
DFT (ωB97M-V with the def2-TZVPD basis set) results for a 2-piece molecular cluster, C5H12NO overall.

Computed properties:
* energy relative to the best compared isomer or geometry (same formula, charge and spin): 164.0 kJ/mol
* orbital gap: 9.13 eV
* highest occupied orbital energy: -12.932 eV
* net charge: +1
* LUMO level: -3.7973 eV
* multiplicity: 1

Geometry as XYZ:
```
19
Properties=species:S:1:pos:R:3:mulliken_charge:R:1
O -0.07 -1.43 2.81 -0.4563
C -0.05 -1.95 1.73 -0.1744
C 0.60 -1.32 0.51 0.1253
C -0.06 -1.76 -0.80 -1.1343
H -0.57 -2.92 1.55 0.3485
H 1.66 -1.58 0.52 0.3047
H 0.53 -0.25 0.71 -0.0638
H 0.14 -2.81 -1.00 0.3994
H 0.30 -1.16 -1.63 0.2773
H -1.14 -1.64 -0.74 0.3548
C -0.55 2.36 -1.06 0.0070
C -1.01 1.81 -2.16 -0.6315
N 0.85 2.11 -0.62 -0.2154
H -1.09 2.99 -0.37 0.3219
H -2.03 2.03 -2.44 0.2709
H -0.40 1.16 -2.78 0.2624
H 1.08 1.11 -0.49 0.1947
H 1.51 2.48 -1.31 0.4069
H 1.04 2.59 0.26 0.4019
```


Which of these has the highest orbital gap?
number 1